[1]
A single C3H5Cl molecule in a non-equilibrium geometry. Source: the Open Molecules 2025 dataset; level of theory: ωB97M-V/def2-TZVPD.

The calculation puts the HOMO energy at -9.370 eV. The SMILES is C=C(C)Cl. The energy above the lowest of the compared OMol25 structures with the same formula, charge and spin comes out at 40.63 kJ/mol. As for the LUMO energy: 0.03716 Ha. Its orbital gap is 10.38 eV.

The geometry in XYZ format:
```
9
Properties=species:S:1:pos:R:3:nbo_charge:R:1
C -0.4384 -0.5060 1.1884 -0.41
C -0.1455 -0.4538 -0.0836 -0.04
C 0.3954 0.7346 -0.7300 -0.67
Cl -0.6824 -1.7680 -0.9967 0.01
H -0.6988 -1.4314 1.7123 0.22
H -0.0759 0.3496 1.7430 0.20
H 0.7450 0.5332 -1.6642 0.23
H -0.3556 1.4760 -1.0438 0.24
H 1.2563 1.0660 -0.1253 0.23
```

---

[2]
A single C2H3F2NOS molecule in a non-equilibrium geometry. Source: the Open Molecules 2025 dataset; level of theory: ωB97M-V/def2-TZVPD.

The calculation puts the HOMO energy at -8.782 eV. The SMILES is ONC(=S)C(F)F. The energy above the lowest of the compared OMol25 structures with the same formula, charge and spin comes out at 306.63 kJ/mol. As for the LUMO energy: 0.00007 Ha. Its orbital gap is 8.78 eV.

The geometry in XYZ format:
```
10
Properties=species:S:1:pos:R:3:nbo_charge:R:1
O 0.5934 0.0590 -1.6911 -0.57
N -0.4600 0.6893 -0.9503 -0.28
C -0.6421 0.3948 0.3234 -0.01
S -1.8135 0.9472 1.3324 -0.09
C 0.5429 -0.3869 0.8874 0.51
F 0.1922 -0.8526 2.1476 -0.32
F 0.6505 -1.4115 0.1027 -0.32
H 0.4896 -1.0892 -1.4651 0.50
H -0.9867 1.3189 -1.5290 0.41
H 1.4337 0.3312 0.8421 0.17
```

---

[3]
2 unconnected molecules or ions with the total composition C8H16O2. Source: the Open Molecules 2025 dataset; level of theory: ωB97M-V/def2-TZVPD.

The calculation puts the HOMO energy at -9.698 eV. The SMILES is CC[C@H]1C[C@@H](C)[C@@]12CO2.O. The energy above the lowest of the compared OMol25 structures with the same formula, charge and spin comes out at 235.42 kJ/mol. As for the LUMO energy: 0.02374 Ha. Its orbital gap is 10.34 eV.

The geometry in XYZ format:
```
26
Properties=species:S:1:pos:R:3:nbo_charge:R:1
C -3.3566 -0.3775 -0.1259 -0.60
C -2.0703 0.4411 -0.0876 -0.40
C -1.0315 -0.1575 0.8425 -0.25
C -0.3406 -1.4944 0.4568 -0.40
C 1.0075 -0.9408 0.9915 -0.25
C 2.2942 -1.2231 0.2434 -0.61
C 0.3685 0.4428 0.9176 0.28
C 0.8825 1.7095 0.3475 -0.12
O 0.7365 1.5206 1.7535 -0.51
H -3.1582 -1.4054 -0.4649 0.20
H -3.8140 -0.4364 0.8733 0.20
H -4.0930 0.0674 -0.8094 0.21
H -1.6482 0.5101 -1.1030 0.20
H -2.2936 1.4722 0.2312 0.20
H -1.4386 -0.2311 1.8646 0.21
H -0.7221 -2.4104 0.9236 0.21
H -0.3146 -1.6279 -0.6347 0.20
H 1.1185 -1.2139 2.0529 0.21
H 2.1788 -1.0127 -0.8301 0.21
H 3.1237 -0.6137 0.6316 0.21
H 2.5759 -2.2810 0.3442 0.21
H 1.9125 1.7538 -0.0199 0.18
H 0.1766 2.4227 -0.0912 0.19
O 2.2406 1.6964 -2.8319 -0.94
H 2.7781 2.3162 -2.3000 0.47
H 2.8873 1.0729 -3.1758 0.47
```